(1)
# C19H41Br10N3O3

8 unconnected molecules or ions with the total composition C19H41Br10N3O3 (the ωB97M-V functional and the def2-TZVPD basis, the OMol25 dataset).

Atoms and positions in Å:
Br (-0.116, -0.844, 0.366)
Br (-7.366, 0.374, -5.426)
Br (4.214, -3.109, 2.032)
Br (5.228, 1.277, -7.434)
Br (0.811, 1.458, -3.579)
Br (-6.075, -3.870, -3.747)
Br (0.965, -7.621, 0.361)
Br (1.954, -5.163, 5.560)
Br (-0.704, -4.952, -3.215)
Br (4.359, -2.242, -4.359)
O (-3.999, 2.859, 6.730)
O (5.745, 2.796, -0.734)
O (-5.648, 1.832, -0.023)
N (-7.545, 2.822, 0.844)
N (-2.032, 2.370, 5.753)
N (8.030, 2.641, -0.367)
C (-8.042, 3.736, 1.883)
C (3.894, -4.219, 3.552)
C (-6.276, -1.877, -3.882)
C (0.912, -6.371, -1.209)
C (2.503, -3.882, 4.155)
C (-7.022, -1.589, -5.222)
C (9.258, 1.799, -0.193)
C (-3.237, 2.879, 5.833)
C (-0.485, -5.766, -1.386)
C (4.593, -0.484, -6.728)
C (-8.370, 2.608, -0.311)
C (0.667, 0.369, -1.022)
C (-6.271, 2.341, 0.891)
C (5.014, -0.531, -5.260)
C (-1.138, 2.929, 4.717)
C (-0.120, 0.332, -2.284)
C (-1.325, 1.612, 6.819)
C (8.123, 3.908, 0.285)
C (6.830, 2.130, -0.814)
H (7.216, 4.511, 0.336)
H (1.702, -5.622, -1.165)
H (4.668, -4.146, 4.316)
H (-7.410, 3.765, 2.770)
H (-6.864, -1.506, -3.043)
H (8.902, 4.608, -0.016)
H (-7.801, 2.466, -1.230)
H (1.706, -3.934, 3.414)
H (-1.090, 0.605, 6.475)
H (-0.159, -0.703, -2.621)
H (-1.115, 0.766, -2.191)
H (2.542, -2.863, 4.542)
H (-1.780, 1.390, 7.785)
H (-1.747, 3.597, 4.107)
H (-8.991, 1.720, -0.188)
H (-5.763, 2.591, 1.835)
H (4.606, 0.296, -4.678)
H (8.304, 3.669, 1.333)
H (-6.388, -1.912, -6.048)
H (-3.358, 3.470, 4.912)
H (6.968, 1.145, -1.287)
H (-7.985, -2.097, -5.178)
H (1.183, -7.036, -2.030)
H (9.204, 0.757, -0.507)
H (10.009, 2.217, -0.863)
H (1.705, 0.093, -1.207)
H (3.525, -0.664, -6.856)
H (-5.302, -1.391, -3.829)
H (-0.302, 3.504, 5.115)
H (3.938, -5.252, 3.206)
H (9.631, 1.895, 0.827)
H (-0.745, 2.091, 4.141)
H (-0.704, -5.127, -0.530)
H (-0.405, 2.075, 7.176)
H (0.834, 1.367, -0.618)
H (-9.066, 3.422, -0.514)
H (-9.066, 3.542, 2.204)
H (6.098, -0.630, -5.218)
H (-7.989, 4.702, 1.381)
H (5.113, -1.302, -7.225)
H (-1.153, -6.627, -1.419)

As for the spin multiplicity: 1. As for the LUMO energy: 0.19 eV. Its SMILES is CN(C)C=O.CN(C)C=O.CN(C)C=O.BrCCBr.BrCCBr.BrCCBr.BrCCBr.BrCCBr. For the HOMO energy, the calculation gives -9.314 eV.

---

(2)
# C19H41BrN3ORuSSi2

A molecular structure, C19H41BrN3ORuSSi2 (the ωB97M-V functional and the def2-TZVPD basis, the OMol25 dataset).

Atoms and positions in Å:
Ru (-0.811, -0.157, -1.200)
Br (-0.685, 0.000, -4.637)
S (-2.647, 1.210, -2.197)
Si (2.395, -1.198, 1.322)
Si (2.260, 1.878, 2.722)
O (1.175, 0.275, -1.906)
N (-1.176, 1.311, 0.333)
N (-0.968, -1.807, -2.561)
N (-2.440, -1.047, -0.217)
C (0.873, 3.135, 2.764)
C (2.590, -2.044, 2.956)
C (-4.079, 0.362, -1.481)
C (-2.461, -0.551, 1.179)
C (-1.982, -3.853, -4.170)
C (-2.313, 0.945, 1.201)
C (-3.716, -1.005, -0.954)
C (-2.465, 2.725, -1.202)
C (1.729, 1.499, -2.439)
C (-1.227, -3.038, -2.069)
C (-1.730, -4.073, -2.825)
C (-1.690, -2.617, -4.713)
C (-1.178, -1.635, -3.880)
C (1.053, -2.176, 0.389)
C (-1.277, 2.649, -0.268)
C (2.455, 1.130, 4.409)
C (3.973, -1.242, 0.338)
C (3.826, 2.744, 2.216)
C (1.872, 0.580, 1.436)
H (2.441, 1.927, 5.156)
H (-3.362, -0.873, 1.706)
H (-3.620, -1.701, -1.787)
H (3.935, -0.567, -0.519)
H (3.406, 0.605, 4.512)
H (-1.345, 3.436, 0.490)
H (3.425, -1.640, 3.528)
H (-3.209, 1.452, 0.853)
H (1.692, -1.964, 3.571)
H (2.790, -3.107, 2.792)
H (4.096, 3.475, 2.982)
H (2.807, 1.394, -2.539)
H (1.280, 1.738, -3.401)
H (-2.175, -2.023, -0.171)
H (1.571, 0.957, 0.453)
H (-1.602, -0.996, 1.685)
H (1.439, -0.466, -2.465)
H (-0.097, 2.690, 3.005)
H (-1.906, -5.036, -2.368)
H (-0.359, 2.813, -0.831)
H (4.658, 2.044, 2.118)
H (-1.837, -2.409, -5.763)
H (0.790, 3.691, 1.826)
H (-3.416, 2.910, -0.705)
H (-2.311, 3.547, -1.901)
H (1.481, -3.002, -0.184)
H (3.720, 3.279, 1.270)
H (-2.379, -4.641, -4.795)
H (4.192, -2.250, -0.024)
H (-2.141, 1.283, 2.225)
H (0.336, -2.600, 1.099)
H (1.083, 3.869, 3.546)
H (-4.532, -1.368, -0.323)
H (-0.322, 1.295, 0.896)
H (1.510, 2.282, -1.719)
H (0.457, -1.599, -0.339)
H (-0.974, -3.193, -1.030)
H (4.811, -0.934, 0.966)
H (-4.536, 1.013, -0.738)
H (1.658, 0.428, 4.660)
H (-4.808, 0.239, -2.281)

As for the spin multiplicity: 2. As for the LUMO energy (spin up / spin down): -6.19 / -6.25 eV. For the HOMO energy (spin up / spin down), the calculation gives -13.642 / -14.785 eV. As for the total charge: +2. The expectation value of S² is 0.7535.